{
  "formula": "C10H20MgN2O6",
  "method": "the ωB97M-V functional and the def2-TZVPD basis",
  "elements": ["Mg", "O", "O", "O", "O", "O", "O", "N", "N", "C", "C", "C", "C", "C", "C", "C", "C", "C", "C", "H", "H", "H", "H", "H", "H", "H", "H", "H", "H", "H", "H", "H", "H", "H", "H", "H", "H", "H", "H"],
  "positions_angstrom": [[0.345388, -0.713982, 0.850212], [0.045244, -2.651839, 1.309281], [0.418453, -1.192145, 2.791561], [1.300390, 0.919758, 0.784469], [1.951965, -1.805915, 1.491589], [0.615598, -1.031803, -1.124794], [-1.381601, 0.042388, 0.656355], [-3.445607, -0.658798, 0.274121], [1.899607, 3.027306, 0.401023], [-3.135903, 1.415202, 1.543813], [0.308721, -2.291391, -3.072181], [0.951212, 2.331541, 2.594574], [2.663993, -1.708011, -2.141869], [-3.142600, -1.898081, -0.436734], [1.161963, -1.596814, -2.046888], [1.391151, 2.086574, 1.184609], [0.939144, -2.232462, 2.181260], [2.281443, 2.834773, -0.986860], [-2.595568, 0.195880, 0.813334], [1.506150, 3.185092, -1.673655], [3.161450, 3.432827, -1.221054], [1.895953, 4.013670, 0.601526], [-3.337470, 1.094272, 2.567064], [1.451799, 3.178357, 3.068118], [2.456160, 1.784400, -1.203615], [-4.005290, 1.882004, 1.085863], [3.015414, -1.229785, -1.224212], [-4.097917, -2.276113, -0.791743], [-2.343393, 2.156970, 1.605080], [1.197600, 1.411228, 3.125846], [2.881684, -2.766306, -1.996184], [-4.427066, -0.463040, 0.384949], [-0.746704, -2.287618, -2.805372], [0.589630, -3.346406, -2.986485], [-2.562309, -2.608177, 0.148757], [-2.586231, -1.599837, -1.328066], [0.401610, -1.963696, -4.106128], [3.096095, -1.182905, -2.989008], [-0.120166, 2.512887, 2.671440]],
  "atomic_forces_ev_per_a": [[0.547, -1.239, 0.435], [-1.845, -4.726, 0.402], [-0.442, -0.252, 5.108], [0.610, 1.553, -0.769], [4.808, -2.177, 0.957], [-0.012, 0.071, -0.318], [-0.897, 0.610, 0.145], [-1.461, -0.317, 0.398], [0.432, 1.219, -1.026], [0.445, -0.414, 0.172], [-0.292, -0.792, 0.230], [0.450, 0.627, 0.351], [-0.651, 0.497, 1.598], [0.331, 0.872, -0.604], [-0.323, 0.184, -0.552], [-0.517, -1.411, 0.504], [-2.608, 6.993, -6.399], [-0.156, -0.282, -0.506], [0.725, 0.502, -0.614], [-0.193, -0.086, 0.143], [0.164, -0.185, 0.212], [-0.211, -0.231, 0.980], [-0.263, 0.124, 0.007], [0.047, 0.009, -0.094], [0.113, 0.022, 0.176], [-0.141, -0.273, 0.020], [0.186, 0.007, -0.071], [0.075, -0.340, 0.223], [0.050, -0.071, -0.113], [-0.192, -0.001, 0.087], [0.395, -0.017, -0.654], [0.079, 0.080, 0.168], [0.056, 0.411, 0.163], [0.157, -0.014, -0.405], [-0.047, 0.042, 0.123], [0.244, -0.336, 0.037], [0.413, 0.047, 0.059], [-0.032, -0.541, -0.357], [-0.050, -0.166, -0.216]],
  "nbo_charge": [1.828, -0.958, -0.945, -0.749, -0.909, -0.642, -0.768, -0.563, -0.578, -0.704, -0.723, -0.715, -0.741, -0.423, 0.670, 0.714, 0.892, -0.421, 0.721, 0.194, 0.205, 0.400, 0.251, 0.214, 0.237, 0.225, 0.264, 0.203, 0.236, 0.297, 0.256, 0.393, 0.230, 0.245, 0.260, 0.202, 0.235, 0.232, 0.235],
  "orbital_gap_ev": 5.95,
  "lumo_ev": 0.2,
  "de_lowest_ev": 0.000
}

=====

{
  "formula": "C13H24S",
  "method": "the ωB97M-V functional and the def2-TZVPD basis",
  "elements": ["S", "C", "C", "C", "C", "C", "C", "C", "C", "C", "C", "C", "C", "C", "H", "H", "H", "H", "H", "H", "H", "H", "H", "H", "H", "H", "H", "H", "H", "H", "H", "H", "H", "H", "H", "H", "H", "H"],
  "positions_angstrom": [[2.596123, 0.296159, 0.274684], [3.428890, 1.168159, -0.895482], [0.216360, -0.800720, 1.100900], [-2.088317, 0.145862, 0.584541], [-1.145736, -2.274164, -0.204197], [-3.011526, 2.138387, -0.543492], [-2.208606, 0.847840, -0.808920], [-1.731989, 1.466284, 1.441376], [0.321435, -2.596054, -0.453517], [3.375339, 0.603273, 1.708265], [-1.033807, -0.943760, 0.669111], [3.268687, 0.771165, -2.298052], [-2.985445, 2.347427, 0.951793], [0.876849, -2.137200, 0.858452], [5.313129, -3.087468, -1.761744], [4.637385, -3.311312, -1.924588], [-3.042673, -0.264280, 1.001359], [0.760395, -2.937180, 1.653934], [1.945025, -2.007030, 0.828193], [0.581467, -0.094395, 1.845718], [-4.074478, 1.956058, -0.780580], [4.065436, 1.272550, -2.830759], [-0.822246, 1.980194, 1.143092], [4.019490, 1.986149, -0.250086], [-2.600821, 2.979630, -1.072082], [-2.707471, 3.349672, 1.209983], [-3.888474, 2.124060, 1.607341], [-2.672658, 0.232777, -1.581978], [2.915113, 0.475445, 2.622289], [2.247092, 1.042863, -2.683711], [-1.680008, -2.193292, -1.182972], [-1.640765, -3.104753, 0.255956], [-1.647303, 1.141062, 2.501583], [-1.238015, 0.993867, -1.108189], [0.401580, -3.635649, -0.637251], [4.224064, 1.258105, 1.789681], [0.745371, -2.016351, -1.280346], [3.379431, -0.281872, -2.387134]],
  "atomic_forces_ev_per_a": [[-1.775, -1.436, -0.694], [2.242, 2.417, 2.612], [-1.285, -2.027, 1.712], [1.083, 0.951, 0.912], [-0.304, 1.904, -1.253], [-1.150, -1.325, 0.247], [-2.635, -1.484, 1.082], [-2.391, -1.724, -0.392], [-0.844, 0.539, 0.471], [1.776, 1.207, -0.055], [-1.064, 0.387, -2.448], [-0.390, 1.698, 0.053], [1.645, -0.273, 2.999], [2.258, -0.734, 1.131], [0.399, 0.138, 0.097], [-0.406, -0.131, -0.093], [0.426, 0.508, -0.574], [-0.464, 1.019, -0.533], [0.577, -0.204, -0.121], [-0.267, 0.026, -0.460], [0.503, 0.346, -0.596], [-0.141, 0.050, -0.717], [0.241, -0.327, -0.241], [-0.931, -1.352, -2.806], [-0.105, 0.377, -0.314], [-0.208, 0.879, 0.038], [0.851, -0.065, -1.356], [-0.113, -0.070, 0.063], [-1.252, -0.738, 1.582], [0.892, -0.101, 0.049], [0.113, 0.548, 0.741], [-0.260, -0.392, 0.920], [-0.331, 0.780, -0.456], [2.419, 0.751, -0.790], [0.570, -1.102, -0.268], [0.364, 0.079, -0.455], [-0.142, -0.028, 0.066], [0.101, -1.091, -0.151]],
  "nbo_charge": [0.396, -0.361, -0.232, -0.242, -0.433, -0.421, -0.391, -0.398, -0.391, -0.615, 0.041, -0.680, -0.404, -0.441, 0.001, -0.001, 0.206, 0.199, 0.208, 0.218, 0.210, 0.232, 0.199, 0.216, 0.212, 0.204, 0.206, 0.204, 0.198, 0.222, 0.202, 0.205, 0.210, 0.200, 0.205, 0.197, 0.195, 0.226],
  "multiplicity": 3,
  "orbital_gap_ev": [6.88, 8.05],
  "lumo_ev": [0.8, -0.5]
}

=====

{
  "formula": "C3H9NO2",
  "method": "the ωB97M-V functional and the def2-TZVPD basis",
  "elements": ["O", "O", "N", "C", "C", "C", "H", "H", "H", "H", "H", "H", "H", "H", "H"],
  "positions_angstrom": [[-1.777660, 0.235884, 1.903602], [1.256556, 1.375228, -0.468785], [0.480949, -0.917855, -0.789121], [-1.276128, 0.213761, 0.577722], [1.403213, 0.108191, -1.184087], [-0.163685, -0.844332, 0.509512], [1.306973, 0.419344, -2.209594], [-1.977288, -0.041952, -0.213662], [-0.138719, -1.185208, -1.523266], [2.406232, -0.224332, -0.907395], [-0.848555, 1.179859, 0.340634], [2.068262, 1.531469, 0.010565], [0.553352, -0.750763, 1.323276], [-0.674791, -1.796794, 0.693398], [-2.618710, 0.697500, 1.937201]],
  "atomic_forces_ev_per_a": [[-0.347, -0.417, -0.017], [-0.407, -0.453, -0.254], [0.104, 0.284, 0.074], [1.187, 0.233, 0.143], [0.543, 0.919, 1.607], [-0.784, -0.361, -0.046], [0.037, -0.701, -0.630], [-0.622, -0.086, 0.165], [-0.476, 0.046, -0.266], [0.222, -0.054, -0.546], [0.019, 0.234, -0.145], [0.118, 0.034, 0.158], [0.142, 0.340, -0.095], [0.251, -0.073, -0.065], [0.014, 0.054, -0.085]],
  "nbo_charge": [-0.728, -0.752, -0.651, -0.083, 0.095, -0.228, 0.175, 0.144, 0.365, 0.141, 0.185, 0.471, 0.199, 0.196, 0.471],
  "smiles": "OCCNCO",
  "orbital_gap_ev": 9.74,
  "lumo_ev": 0.9,
  "de_lowest_ev": 1.997
}

=====

Number 1: energy -1154.12366 a.u.. Number 2: energy -907.66148 a.u.. Number 3: energy -324.89924 a.u..